{
  "formula": "C5H11NO",
  "method": "the ωB97M-V functional and the def2-TZVPD basis",
  "species": ["C", "C", "N", "C", "C", "C", "O", "H", "H", "H", "H", "H", "H", "H", "H", "H", "H", "H"],
  "positions_angstrom": [[-0.2456, -1.8256, -0.5029], [-0.7411, -0.5903, 0.2174], [0.2136, 0.3714, 0.5147], [1.1009, 0.9905, -0.4342], [1.0870, 0.6478, -1.9084], [0.1825, 0.9720, 1.8503], [-1.8924, -0.5501, 0.5798], [-0.5071, -1.7737, -1.5603], [0.8286, -1.9486, -0.4018], [-0.8360, -2.6100, -0.0378], [1.0580, 2.0821, -0.3796], [2.1252, 0.7134, -0.1284], [1.8420, 1.1926, -2.4718], [1.3642, -0.3906, -2.1450], [0.1261, 0.8384, -2.3995], [-0.3943, 0.3062, 2.4945], [-0.2846, 1.9546, 1.8517], [1.1973, 0.9330, 2.2457]],
  "forces_ev_per_a": [[-0.3, 0.4, -0.3], [0.5, 0.0, -0.7], [-1.0, 0.1, 0.4], [2.1, -0.3, -0.1], [-0.7, -1.0, -0.9], [-0.4, -0.8, -0.5], [-0.2, 0.3, 0.7], [0.0, -0.1, 0.0], [0.0, -0.2, 0.0], [0.3, -0.4, -0.2], [-0.3, 0.0, 0.4], [0.0, 0.4, 0.2], [0.0, 0.5, 0.4], [-0.3, 0.1, 0.4], [0.0, 0.0, 0.1], [-0.2, 0.2, -0.1], [0.3, 0.2, 0.2], [0.1, 0.6, 0.0]],
  "smiles": "CCN(C)C(C)=O",
  "lumo_energy_ev": 0.901,
  "homo_energy_ev": -8.86,
  "relative_energy_kcal_mol": 27.1
}

---

{
  "formula": "C8H6N2O",
  "method": "the ωB97M-V functional and the def2-TZVPD basis",
  "species": ["C", "C", "C", "C", "C", "C", "C", "C", "N", "N", "O", "H", "H", "H", "H", "H", "H"],
  "positions_angstrom": [[-2.0311, -1.3939, 0.2475], [-2.1948, -0.1153, -0.0440], [-0.7282, -2.0236, 0.3471], [0.2166, 0.0359, -0.0640], [1.1469, 1.0494, -0.2038], [-1.0784, 0.7115, -0.1757], [3.2844, -0.6617, 0.1985], [0.4600, 2.3281, -0.4312], [0.3548, -1.2812, 0.2409], [-0.9115, 1.9988, -0.3618], [4.2871, -0.1471, 0.1149], [-2.8714, -2.0145, 0.2872], [-3.2779, 0.2480, -0.0176], [-0.6166, -2.9886, 0.7007], [2.4903, -1.4391, 0.1502], [0.8478, 2.8871, 0.3816], [0.6219, 2.8061, -1.3706]],
  "forces_ev_per_a": [[1.3, -1.4, -0.5], [-3.8, 1.3, 0.5], [0.8, 3.9, -0.1], [-0.3, 2.3, -0.1], [3.1, -3.6, -0.1], [2.5, 1.9, -0.3], [-1.9, 1.9, -1.1], [-0.2, -2.7, 0.2], [0.3, -1.9, 0.1], [-3.4, -0.1, 0.2], [0.5, -0.6, 0.4], [-1.2, -0.9, 0.4], [1.7, -0.1, -0.4], [0.2, -2.0, 0.3], [-0.1, 0.1, 0.4], [-0.1, 1.4, 0.9], [0.6, 0.5, -0.6]],
  "lumo_energy_ev": [-0.510, -0.544],
  "homo_energy_ev": [-7.67, -7.62],
  "relative_energy_kcal_mol": 160.1
}

---

{
  "formula": "C10H12N2",
  "method": "the ωB97M-V functional and the def2-TZVPD basis",
  "species": ["C", "C", "C", "C", "C", "C", "C", "C", "C", "C", "N", "N", "H", "H", "H", "H", "H", "H", "H", "H", "H", "H", "H", "H"],
  "positions_angstrom": [[-1.4236, -0.5916, -1.9712], [-1.0796, 0.6362, -1.4714], [-0.5342, -1.7384, -0.0205], [-1.0901, -1.8133, -1.2526], [-0.2932, 0.6488, -0.3411], [0.0678, -0.5256, 0.4785], [1.9142, 0.5880, 1.0577], [0.9821, 1.6410, 1.3055], [-1.3650, -3.0720, -1.9712], [1.2144, 2.5608, 2.4959], [0.0225, 1.7954, 0.4104], [0.9984, -0.4550, 1.4052], [-2.1111, -0.5085, -2.7803], [-1.3952, 1.4945, -2.0147], [-0.3042, -2.5763, 0.5780], [2.3460, 0.4221, -0.0444], [2.8415, 0.4799, 1.7053], [-2.2425, -3.6606, -1.5125], [-1.4912, -2.8525, -3.0370], [-0.3931, -3.6320, -1.8240], [2.1569, 2.2255, 3.0467], [0.4968, 2.7531, 3.1694], [1.3351, 3.6237, 2.1023], [-0.6526, 2.5565, 0.4859]],
  "forces_ev_per_a": [[0.2, -0.2, 1.5], [0.2, -1.3, 0.0], [1.1, 1.2, 0.9], [-1.4, 2.4, -1.3], [0.9, 0.0, 2.4], [-1.7, 0.1, -3.4], [3.3, -1.9, -1.4], [0.6, 1.8, 1.5], [0.3, -1.8, 0.9], [3.6, 0.6, -2.7], [-0.3, 0.3, -0.4], [-0.5, -0.6, 0.7], [-0.2, -0.9, -0.9], [-0.1, 0.8, 0.0], [0.1, -1.2, 0.3], [-1.1, 0.8, 1.7], [-1.3, 0.8, -0.5], [1.3, 0.7, -0.9], [-0.2, -0.4, 0.3], [-1.3, -0.1, -0.5], [-1.3, 0.6, -0.9], [-3.1, -0.3, 2.4], [0.5, -1.2, 0.1], [0.3, -0.4, 0.1]],
  "lumo_energy_ev": 0.655,
  "homo_energy_ev": -7.19,
  "relative_energy_kcal_mol": 63.5
}

---

{
  "formula": "C5H4N2",
  "method": "the ωB97M-V functional and the def2-TZVPD basis",
  "species": ["C", "C", "C", "C", "C", "N", "N", "H", "H", "H", "H"],
  "positions_angstrom": [[3.1333, 0.5306, 0.3052], [1.8986, 0.3699, 0.4910], [0.5536, 0.1770, 0.3224], [-0.1318, -0.9723, -0.2906], [-1.5523, -0.6036, -0.2423], [-1.6990, 0.6301, 0.1185], [-0.4466, 1.0981, 0.3800], [0.5177, -0.2891, -1.0745], [0.2133, -2.0035, -0.2868], [-2.4259, -1.2185, -0.4469], [-0.3166, 2.0725, 0.5943]],
  "forces_ev_per_a": [[-0.8, -0.1, 0.2], [0.8, 0.4, 0.2], [-0.1, 0.4, 0.6], [0.5, 0.4, -0.6], [0.2, 0.4, -0.3], [0.1, -0.4, 0.0], [0.4, 0.1, 0.4], [-1.6, -1.8, -0.6], [0.2, 0.4, 0.1], [0.4, 0.1, -0.1], [0.0, 0.0, 0.1]],
  "lumo_energy_ev": -0.114,
  "homo_energy_ev": -9.12,
  "relative_energy_kcal_mol": 129.6
}

---

{
  "formula": "C64H58F5IO2RbS3Sb2Te",
  "method": "the ωB97M-V functional and the def2-TZVPD basis",
  "species": ["Rb", "C", "C", "C", "C", "C", "C", "C", "S", "O", "C", "C", "C", "C", "C", "C", "C", "C", "C", "C", "C", "C", "C", "C", "C", "C", "C", "C", "C", "C", "S", "O", "C", "C", "C", "C", "C", "C", "C", "H", "H", "H", "H", "H", "H", "H", "H", "H", "H", "H", "H", "H", "H", "H", "H", "H", "H", "H", "H", "H", "H", "H", "H", "H", "H", "I", "C", "C", "C", "C", "C", "C", "C", "C", "C", "C", "H", "H", "H", "H", "H", "H", "F", "C", "C", "F", "C", "F", "C", "S", "C", "F", "C", "F", "C", "Sb", "C", "C", "C", "C", "C", "C", "C", "C", "C", "Sb", "C", "C", "H", "H", "H", "H", "H", "H", "H", "H", "H", "H", "H", "H", "H", "H", "H", "H", "H", "H", "H", "H", "C", "Te", "C", "H", "H", "H", "H", "H", "H"],
  "positions_angstrom": [[0.1940, -0.0860, 0.2763], [1.1448, -8.2646, -3.9413], [0.8552, -6.9751, -3.2190], [1.7191, -5.8906, -3.3207], [1.4814, -4.7175, -2.6170], [0.3725, -4.6393, -1.7982], [-0.5220, -5.6956, -1.6973], [-0.2741, -6.8583, -2.4069], [0.0936, -3.1146, -0.8881], [1.2695, -2.2554, -1.1842], [0.2677, -3.7826, 0.7755], [-0.9494, -3.9226, 1.4741], [-0.9606, -4.3673, 2.7598], [0.2533, -4.6612, 3.4183], [0.2699, -5.1038, 4.7641], [1.4466, -5.3799, 5.3929], [2.6700, -5.2257, 4.7048], [2.6879, -4.7994, 3.4091], [1.4802, -4.5007, 2.7247], [1.4766, -4.0531, 1.3689], [2.7853, -4.0668, 0.6270], [3.1880, -5.3287, 0.0718], [2.3822, -6.4896, 0.1901], [2.7701, -7.6738, -0.3674], [3.9857, -7.7718, -1.0749], [4.7880, -6.6754, -1.2003], [4.4147, -5.4344, -0.6307], [5.2427, -4.2934, -0.7545], [4.8625, -3.1123, -0.2066], [3.6393, -3.0018, 0.4946], [3.1996, -1.3289, 0.9910], [1.9859, -1.4125, 1.8372], [4.5407, -0.9932, 2.1290], [4.4295, -1.4429, 3.4348], [5.4025, -1.0874, 4.3545], [6.4824, -0.2876, 3.9842], [7.5231, 0.1228, 4.9926], [6.5669, 0.1579, 2.6665], [5.5934, -0.1810, 1.7386], [1.8879, -8.1203, -4.7251], [0.2430, -8.6790, -4.3933], [1.5373, -9.0102, -3.2443], [2.5971, -5.9651, -3.9522], [2.1502, -3.8660, -2.6796], [-1.3984, -5.6173, -1.0620], [-0.9650, -7.6902, -2.3286], [-1.8754, -3.6532, 0.9758], [-1.8935, -4.4687, 3.3016], [-0.6739, -5.2044, 5.2870], [1.4493, -5.7073, 6.4250], [3.6004, -5.4416, 5.2151], [3.6313, -4.6763, 2.8923], [1.4420, -6.4301, 0.7219], [2.1341, -8.5451, -0.2694], [4.2796, -8.7170, -1.5145], [5.7269, -6.7353, -1.7394], [6.1785, -4.3774, -1.2949], [5.4903, -2.2337, -0.3058], [3.5671, -2.0315, 3.7280], [5.3091, -1.4177, 5.3828], [7.3660, -0.3790, 5.9467], [7.4856, 1.1994, 5.1693], [8.5272, -0.1174, 4.6391], [7.3883, 0.8004, 2.3699], [5.6378, 0.2051, 0.7258], [2.0791, 1.2865, -2.6653], [0.4344, 2.2010, -3.6042], [0.5228, 2.4155, -4.9507], [-0.5482, 3.0418, -5.6262], [-1.6597, 3.4186, -4.9311], [-1.7651, 3.1856, -3.5347], [-2.9266, 3.5657, -2.8214], [-2.9830, 3.3653, -1.4689], [-1.9054, 2.7606, -0.7846], [-0.7406, 2.3250, -1.3984], [-0.6928, 2.5624, -2.8126], [1.4081, 2.1161, -5.4965], [-0.4759, 3.2166, -6.6929], [-2.4915, 3.8988, -5.4375], [-3.7453, 4.0334, -3.3589], [-3.8626, 3.6796, -0.9129], [-2.0219, 2.6297, 0.2923], [2.4965, -0.6247, 6.6506], [1.5310, -0.1231, 5.8552], [0.9960, -0.8891, 4.8409], [1.4419, -2.1490, 4.6850], [0.0200, -0.3679, 4.0163], [-0.4448, -1.1527, 3.0297], [-0.4944, 0.9263, 4.1524], [-1.6955, 1.5763, 3.1054], [0.0719, 1.6616, 5.2084], [-0.3279, 2.9196, 5.4314], [1.0579, 1.1610, 6.0366], [1.5752, 1.9189, 7.0188], [-3.5459, 0.1404, -4.8171], [-2.7597, -0.2743, -2.8530], [-0.9485, -1.1134, -3.6744], [-3.7520, -2.2297, -2.6820], [-5.1800, -2.0186, -2.2948], [-6.1114, -1.7083, -3.2899], [-7.4291, -1.4010, -2.9940], [-7.8468, -1.4002, -1.6704], [-6.9410, -1.7282, -0.6749], [-5.6097, -2.0472, -0.9550], [-4.7037, -2.4207, 0.1757], [-3.3820, -0.8524, 0.9927], [-4.7882, 0.7488, 0.8669], [-3.8262, -1.4721, 3.0015], [-4.5871, 0.4580, -4.7570], [-3.4610, -0.7331, -5.4668], [-2.9505, 0.9552, -5.2275], [-1.1483, -2.1225, -4.0450], [-0.1272, -1.1419, -2.9587], [-0.6435, -0.4788, -4.5082], [-3.1887, -2.8040, -1.9451], [-3.6698, -2.7296, -3.6494], [-5.7790, -1.7011, -4.3225], [-8.1224, -1.1606, -3.7909], [-8.8704, -1.1565, -1.4148], [-7.2695, -1.7489, 0.3593], [-4.0521, -3.2564, -0.0954], [-5.3040, -2.7441, 1.0280], [-5.7667, 0.4514, 1.2442], [-4.8723, 1.0517, -0.1774], [-4.4003, 1.5805, 1.4551], [-4.9055, -1.5081, 3.1598], [-3.3668, -0.7593, 3.6851], [-3.4016, -2.4641, 3.1720], [3.0205, 3.7435, 0.1582], [1.4328, 3.0860, 1.4328], [2.7118, 3.1427, 3.1536], [3.8040, 2.9892, 0.0986], [3.4278, 4.6792, 0.5395], [2.5999, 3.8998, -0.8331], [2.9351, 4.1677, 3.4421], [3.6342, 2.6026, 2.9385], [2.1919, 2.6404, 3.9685]],
  "forces_ev_per_a": [[-0.6, 0.8, 0.0], [0.0, 0.0, 0.1], [0.0, 0.0, 0.0], [0.0, 0.0, 0.0], [0.1, 0.1, 0.0], [-0.1, 0.0, 0.0], [0.0, 0.0, 0.0], [0.0, 0.0, 0.0], [0.0, -0.6, 0.0], [0.2, 0.1, -0.1], [0.1, 0.1, 0.0], [-0.1, 0.1, -0.1], [0.0, 0.0, 0.0], [0.1, 0.0, -0.1], [0.0, 0.0, 0.0], [0.0, 0.0, 0.0], [0.0, 0.0, 0.0], [0.0, 0.0, 0.0], [-0.1, 0.0, 0.0], [0.1, -0.1, 0.0], [0.0, 0.1, 0.0], [0.1, 0.0, -0.1], [0.0, 0.0, 0.0], [0.0, 0.0, 0.0], [0.0, 0.0, 0.0], [0.0, 0.0, 0.0], [-0.1, 0.0, 0.1], [0.0, 0.0, 0.0], [0.0, 0.1, 0.0], [-0.1, -0.1, 0.0], [0.3, 0.0, -0.1], [0.0, -0.2, 0.2], [0.0, -0.1, 0.0], [0.0, 0.0, 0.0], [0.0, 0.0, 0.0], [0.0, 0.0, 0.0], [0.0, 0.0, 0.0], [0.0, 0.0, 0.0], [0.0, 0.0, 0.0], [0.0, 0.0, 0.0], [0.0, 0.0, 0.0], [0.0, 0.0, 0.0], [0.0, 0.0, 0.0], [0.0, 0.0, 0.0], [0.0, 0.0, 0.0], [0.0, 0.0, 0.0], [0.0, 0.0, 0.0], [0.0, 0.0, 0.0], [0.0, 0.0, 0.0], [0.0, 0.0, 0.0], [0.0, 0.0, 0.0], [0.0, 0.0, 0.0], [0.0, 0.0, 0.0], [0.0, 0.0, 0.0], [0.0, 0.0, 0.0], [0.0, 0.0, 0.0], [0.0, 0.0, 0.0], [0.0, 0.0, 0.0], [0.0, 0.0, 0.0], [0.0, 0.0, 0.0], [0.0, 0.0, 0.0], [0.0, 0.0, 0.0], [0.0, 0.0, 0.0], [0.0, 0.0, 0.0], [0.0, 0.0, 0.0], [0.1, -0.1, 0.0], [0.0, 0.0, -0.1], [0.1, 0.0, 0.0], [0.0, 0.0, 0.0], [-0.1, 0.0, 0.0], [0.1, -0.1, 0.0], [0.0, 0.0, 0.0], [0.0, 0.0, 0.0], [0.1, 0.0, 0.0], [0.1, 0.0, 0.0], [-0.2, 0.1, 0.1], [0.0, 0.0, 0.0], [0.0, 0.0, 0.0], [0.0, 0.0, 0.0], [0.0, 0.0, 0.0], [0.0, 0.0, 0.0], [0.0, 0.0, 0.0], [0.0, 0.0, 0.0], [0.1, 0.0, 0.0], [0.0, -0.1, -0.1], [-0.1, 0.0, 0.0], [0.1, 0.1, 0.1], [-0.1, -0.2, 0.0], [0.1, 0.0, 0.2], [-0.1, 0.1, -0.3], [0.0, -0.1, 0.0], [0.0, 0.0, 0.0], [0.0, 0.1, 0.0], [0.0, 0.0, 0.0], [0.0, 0.0, 0.0], [0.0, -0.1, 0.0], [0.0, 0.0, 0.0], [-0.1, 0.0, 0.0], [0.0, 0.0, 0.0], [0.0, 0.0, 0.0], [0.0, 0.0, 0.0], [0.0, 0.0, 0.0], [0.0, 0.0, 0.0], [0.0, 0.0, 0.0], [-0.1, 0.0, 0.0], [0.1, 0.0, 0.0], [0.0, 0.0, 0.0], [0.0, 0.0, 0.0], [0.0, 0.0, 0.0], [0.0, 0.0, 0.0], [0.0, 0.0, 0.0], [0.0, 0.0, 0.0], [0.0, 0.0, 0.0], [0.0, 0.0, 0.0], [0.0, 0.0, 0.0], [0.0, 0.0, 0.0], [0.0, 0.0, 0.0], [0.0, 0.0, 0.0], [0.0, 0.0, 0.0], [0.0, 0.0, 0.0], [0.0, 0.0, 0.0], [0.0, 0.0, 0.0], [0.0, 0.0, 0.0], [0.0, 0.0, 0.0], [0.0, 0.0, 0.0], [0.0, 0.0, 0.0], [0.0, 0.0, 0.0], [0.0, 0.0, 0.0], [0.0, 0.0, 0.0], [0.0, 0.0, 0.0], [0.0, -0.1, 0.0], [0.0, 0.0, 0.0], [0.0, 0.0, 0.0], [0.0, 0.0, 0.0], [0.0, 0.0, 0.0], [0.0, 0.0, 0.0], [0.0, 0.0, 0.0]],
  "lumo_energy_ev": 1.633,
  "charge": -1,
  "homo_energy_ev": -3.90,
  "relative_energy_kcal_mol": 0.0
}